Entry 1:
{
  "formula": "C6H9O4S2",
  "method": "wB97M-V/def2-TZVPD",
  "elements": ["C", "C", "C", "C", "C", "C", "O", "O", "O", "O", "S", "S", "H", "H", "H", "H", "H", "H", "H", "H", "H"],
  "positions_angstrom": [[-0.909501, 1.627512, -0.957545], [-0.371607, 2.535094, -0.171261], [-0.116599, 0.408503, -1.082999], [0.798971, 0.386671, 0.138805], [-0.845525, -0.906496, -1.386527], [1.308885, -0.585089, 2.305566], [2.602747, 0.342633, -1.829409], [3.428691, 0.400641, 0.442462], [2.366287, -1.590630, -0.422277], [0.367835, -0.311999, 1.196307], [1.089313, 2.183485, 0.634066], [2.476890, -0.155927, -0.478586], [-1.720416, 1.872319, -1.614875], [-0.658597, 3.535579, -0.054234], [0.520807, 0.657824, -1.936346], [-1.582456, -1.216015, -0.481134], [-0.082602, -1.764110, -1.452725], [-1.446416, -0.879810, -2.329993], [1.770961, 0.385170, 2.417068], [2.096285, -1.293787, 1.922575], [0.643381, -0.765244, 3.157446]],
  "forces_ev_per_a": [[-0.975, 0.707, 0.017], [-0.147, 0.614, 0.137], [-0.381, -0.767, -0.341], [2.788, 0.546, -0.920], [-0.689, -1.898, 1.807], [-0.355, 0.996, -2.137], [0.064, 0.512, -0.581], [0.831, 0.540, 1.022], [-0.095, -1.476, 0.216], [-0.967, -1.695, 1.251], [0.406, -0.745, 0.121], [-0.480, -0.101, -0.501], [-0.483, -0.083, -0.167], [-0.899, 1.267, -0.104], [0.288, -0.492, 0.071], [1.593, 0.808, -2.072], [-1.086, 1.311, 0.005], [0.530, 0.175, 0.756], [0.584, 0.153, 0.693], [-1.092, 0.260, 0.971], [0.563, -0.630, -0.246]],
  "homo_energy_ev": -4.51,
  "total_charge": -1,
  "relative_energy_kcal_mol": 0.0,
  "gap_ev": 7.7250,
  "smiles": "CO[C@]1(S(=O)(=O)[O-])SC=C[C@@H]1C",
  "lumo_energy_ev": 3.22
}

***

Entry 2:
{
  "formula": "C6H9O6S3",
  "method": "wB97M-V/def2-TZVPD",
  "elements": ["C", "C", "S", "C", "C", "C", "O", "O", "O", "S", "O", "O", "O", "C", "S", "H", "H", "H", "H", "H", "H", "H", "H", "H"],
  "positions_angstrom": [[-2.839487, 0.823964, -1.074254], [-2.312197, -0.535273, -0.581265], [-1.823259, -0.499115, 1.158791], [-0.095774, -1.021612, 1.219509], [1.038082, 0.026369, 0.967570], [1.689940, 0.274078, 2.356642], [1.445443, 1.337998, 2.916707], [2.313414, -0.754152, 2.740655], [0.493109, 1.235721, 0.371689], [0.974264, 1.411774, -1.103365], [0.225896, 0.631075, -2.035965], [1.140215, 2.797468, -1.350143], [2.362890, 0.678526, -0.930237], [2.195705, -0.395194, 0.021955], [2.149488, -2.021732, -0.782042], [-2.627803, 1.601888, -0.348824], [-3.914635, 0.779487, -1.226502], [-2.381661, 1.118139, -2.011974], [-1.503023, -0.896006, -1.205027], [-3.117301, -1.257795, -0.683012], [0.004125, -1.341306, 2.249437], [0.034144, -1.908849, 0.611880], [3.125078, -0.406022, 0.569359], [1.423348, -1.679432, -1.851587]],
  "forces_ev_per_a": [[0.100, -0.146, -0.006], [-0.319, 0.210, -0.280], [0.123, 0.014, 0.207], [0.003, 0.247, -0.141], [-0.469, -0.612, 0.066], [-0.012, -0.280, 0.714], [0.125, 0.244, 0.052], [-0.167, 0.536, -0.414], [-0.075, -0.080, -0.234], [-0.050, 0.174, 0.262], [-0.409, -0.131, -0.071], [0.234, 0.025, -0.172], [0.174, 0.142, 0.026], [0.295, 0.000, -0.322], [0.258, -0.170, -0.178], [0.032, 0.139, 0.095], [-0.162, 0.076, 0.030], [0.119, -0.013, -0.162], [0.280, 0.067, 0.090], [-0.032, -0.237, 0.123], [0.134, -0.141, 0.122], [0.013, -0.044, -0.165], [0.002, -0.169, 0.322], [-0.197, 0.150, 0.038]],
  "homo_energy_ev": -5.33,
  "total_charge": -1,
  "gap_ev": 8.0919,
  "smiles": "CCSC[C@]1(C(=O)[O-])OS(=O)(=O)O[C@@H]1S",
  "lumo_energy_ev": 2.76
}

***

Entry 3:
{
  "formula": "C6H9OP",
  "method": "wB97M-V/def2-TZVPD",
  "elements": ["C", "C", "C", "C", "C", "C", "O", "P", "H", "H", "H", "H", "H", "H", "H", "H", "H"],
  "positions_angstrom": [[0.902143, 2.786268, 1.318646], [0.093906, -1.731783, 1.334601], [-1.903400, -1.136800, -2.660524], [0.809775, 1.904077, 0.336031], [0.412261, -0.480144, 1.393459], [-1.631047, -2.138066, -2.060087], [1.136080, -0.123992, -1.223115], [1.683950, 0.302460, 0.227914], [0.281342, 3.616165, 1.027659], [1.386743, 2.557266, 2.288098], [-0.756802, -2.027637, 1.981885], [0.451886, -2.570210, 0.642293], [-1.930015, -0.363454, -3.388068], [0.182386, 0.135189, -1.516037], [0.311076, 2.116641, -0.656929], [0.031579, 0.021394, 2.186647], [-1.461866, -2.867375, -1.232473]],
  "forces_ev_per_a": [[-0.822, -0.567, -0.565], [-1.636, -3.637, -0.519], [0.507, -0.208, -0.685], [1.073, -0.472, -1.204], [3.119, -0.102, -2.682], [0.021, -0.785, 2.161], [-2.138, -0.094, -1.954], [-1.329, 0.251, 1.473], [0.208, 0.981, 1.236], [-0.356, 0.640, -0.770], [0.749, -0.265, -0.207], [-0.303, 1.667, 0.789], [-0.332, 0.199, 0.031], [2.338, -0.823, 1.096], [0.319, 0.208, 1.317], [-1.199, 2.128, 2.028], [-0.219, 0.879, -1.547]],
  "homo_energy_ev": -8.78,
  "total_charge": 0,
  "relative_energy_kcal_mol": 62.8,
  "gap_ev": 9.5630,
  "smiles": "C=CP(O)C=C.C#C",
  "lumo_energy_ev": 0.78
}

***

Q: What is the formula in the first record?
A: C6H9O4S2